No. 1
Molecular formula: C4H7N2
Method: DFT, ωB97M-V/def2-TZVPD

Structure (XYZ):
```
13
Properties=species:S:1:pos:R:3:nbo_charge:R:1
C 0.13072 -0.38768 2.05727 -0.7012
H 1.32582 -1.88430 -1.57352 0.3839
H 1.15877 -0.28053 2.24323 0.2782
H 0.55429 -0.84177 -2.73915 0.3803
N -0.40918 0.59484 -0.33901 -0.2450
H -0.16930 -1.27740 2.61154 0.2981
H -0.73755 2.06423 -1.83299 0.2445
N 0.47437 -1.65160 -2.10283 -0.6489
C 0.02672 -0.36183 0.62705 0.2510
H -0.48320 0.52442 2.46793 0.2761
C -0.75997 1.72248 -0.78310 -0.0851
H -1.06156 2.42771 -0.01510 0.2211
C -0.04992 -0.64857 -0.62132 0.3469
```

net charge = +1
energy relative to the best compared isomer or geometry (same formula, charge and spin) = 156.4 kcal/mol
2S+1 = 1


No. 2
Molecular formula: C4H7N2
Method: DFT, ωB97M-V/def2-TZVPD

Structure (XYZ):
```
13
Properties=species:S:1:pos:R:3:nbo_charge:R:1
H -2.41184 1.99134 2.47341 0.3462
H 1.70139 -1.44399 0.46241 0.3670
H -0.20191 -1.45460 -1.55030 0.2702
H -0.49327 1.62751 -1.17224 0.2364
C -0.86429 1.56107 0.96176 0.4390
C -1.37942 1.94287 2.06632 -0.4686
H 1.04488 -2.66311 -0.32310 0.3760
H 1.30347 -0.38217 -1.82185 0.2366
C -0.52260 1.04168 -0.26042 -0.1210
H -0.52726 2.18129 2.89220 0.3498
N 1.50051 -1.77967 -0.39371 -0.7685
N -0.01729 -0.12649 -0.14169 -0.1290
C 0.67070 -0.89029 -1.12387 -0.1342
```

net charge = +1
energy relative to the best compared isomer or geometry (same formula, charge and spin) = 139.2 kcal/mol
2S+1 = 1


No. 3
Molecular formula: C4H7N2
Method: DFT, ωB97M-V/def2-TZVPD

Structure (XYZ):
```
13
Properties=species:S:1:pos:R:3:nbo_charge:R:1
H -2.19565 1.64520 0.92196 0.3043
C 0.18916 -1.94800 0.00258 -0.4626
H -0.87487 2.34314 -0.04468 0.3054
H 1.23642 -1.79782 0.27915 0.2808
C 3.11046 0.77735 -0.01479 0.1733
H 4.10178 1.14732 -0.03968 0.2529
C -1.61278 1.53880 0.00287 -0.7605
C -0.96072 0.29608 -0.00281 0.6682
H -0.29881 -2.59507 0.73138 0.2619
N 2.04547 0.37383 0.02595 -0.4230
N -0.43192 -0.72264 -0.00584 -0.1680
H -2.28513 1.61330 -0.85446 0.3040
H 0.13922 -2.38671 -0.99410 0.2634
```

net charge = +1
energy relative to the best compared isomer or geometry (same formula, charge and spin) = 54.6 kcal/mol
2S+1 = 1


No. 4
Molecular formula: C4H7N2
Method: DFT, ωB97M-V/def2-TZVPD

Structure (XYZ):
```
13
Properties=species:S:1:pos:R:3:nbo_charge:R:1
C -0.66689 -0.53429 -0.33632 -0.5956
H -0.99800 -1.51438 -0.21484 0.3366
H 1.07873 0.40467 -2.93707 0.4082
H -1.31596 -0.40316 1.53487 0.2449
H -1.63890 -0.17013 -0.82274 0.3416
C -0.43810 0.01884 1.08580 -0.2753
H 1.84924 -1.23399 -2.77538 0.3783
H 0.58099 1.72168 3.17089 0.3126
N 0.08741 2.00447 2.18353 -0.2382
N -0.37342 1.41670 1.28849 -0.1269
H 0.48299 -0.54230 1.45632 0.2084
C 1.07141 -0.59193 -2.27009 -0.5350
C 0.28049 -0.57619 -1.36345 0.5404
```

net charge = +1
energy relative to the best compared isomer or geometry (same formula, charge and spin) = 178.0 kcal/mol
2S+1 = 1


No. 5
Molecular formula: C4H7N2
Method: DFT, ωB97M-V/def2-TZVPD

Structure (XYZ):
```
13
Properties=species:S:1:pos:R:3:nbo_charge:R:1
C -0.66929 0.52559 -0.29359 -0.5208
N 1.51173 -0.22733 0.02492 -0.1671
N 2.53343 0.79151 -0.10555 -0.0373
H -0.62708 0.81663 -1.40378 0.2860
C 0.26098 -0.49764 -0.02587 0.2210
H -2.63947 0.95076 0.21394 0.2322
H 0.09110 -1.54835 0.06674 0.2496
C 2.89093 -0.40025 0.13038 0.3137
H -2.49960 -0.64902 -0.42315 0.2196
C -2.10365 0.09271 0.21960 -0.5623
H -0.47882 1.60680 0.17167 0.2798
H -1.93148 -0.37073 1.12447 0.2077
H 3.66122 -1.09068 0.30023 0.2780
```

net charge = +1
structure (SMILES) = CC/C=[N+]1C=N/1
energy relative to the best compared isomer or geometry (same formula, charge and spin) = 134.6 kcal/mol
2S+1 = 1


No. 6
Molecular formula: C4H7N2
Method: DFT, ωB97M-V/def2-TZVPD

Structure (XYZ):
```
13
Properties=species:S:1:pos:R:3:nbo_charge:R:1
N 1.59416 -0.78952 0.14458 -0.2709
C 0.45314 -1.25292 0.26906 0.2243
C -1.88371 -0.50067 -0.10647 0.0922
H 2.46791 1.07832 0.25685 0.2617
H -2.70216 0.18804 -0.33108 0.2399
H 1.52556 0.56111 -1.21024 0.2369
H -0.35092 1.87709 -0.26808 0.2590
H 0.24182 1.20640 1.30796 0.2544
C 0.03730 1.02041 0.26909 -0.2671
C 1.58006 0.55176 -0.13966 -0.2415
H -2.41467 -1.37013 -0.43691 0.2451
N -0.62697 -0.24425 0.06514 -0.2754
H 0.07850 -2.32562 0.17975 0.2414
```

net charge = +1
structure (SMILES) = C=[N+]1C=NCC1
energy relative to the best compared isomer or geometry (same formula, charge and spin) = 82.4 kcal/mol
2S+1 = 1


No. 7
Molecular formula: C4H7N2O
Method: DFT, ωB97M-V/def2-TZVPD

Structure (XYZ):
```
14
Properties=species:S:1:pos:R:3:nbo_charge:R:1
O 2.34091 0.26328 -0.02150 -0.1455
N 1.90999 -0.96496 -0.03262 -0.0465
H -0.22515 -2.63942 0.73350 0.2856
H -0.87917 2.45472 -0.48824 0.2681
H -1.52949 -1.78856 0.21289 0.2516
C 0.26852 -0.73577 0.12101 0.4327
H 1.50795 2.25050 0.13439 0.2561
H -1.54888 1.41858 0.88042 0.2475
C 1.47173 1.14901 0.01759 0.3799
H -1.63107 0.81158 -0.57389 0.2355
H -0.40323 -2.24676 -1.01578 0.2780
C -0.49670 -1.97696 -0.02416 -0.6799
C -0.98909 1.44026 0.01618 -0.4329
N 0.20369 0.56451 0.04022 -0.3300
```

net charge = +1
structure (SMILES) = Cc1noc[n+]1C
energy relative to the best compared isomer or geometry (same formula, charge and spin) = 113.9 kcal/mol
2S+1 = 1


No. 8
Molecular formula: C4H7N2O
Method: DFT, ωB97M-V/def2-TZVPD

Structure (XYZ):
```
14
Properties=species:S:1:pos:R:3:nbo_charge:R:1
H -1.56095 1.04030 1.05869 0.2522
C 1.34553 -0.03939 0.08130 0.5408
C 0.43200 -1.16814 -0.53484 -0.3602
H -1.60304 -1.36819 -0.25978 0.4544
C 0.51725 1.10916 0.28097 -0.1979
H 0.89659 -2.25080 -0.28475 0.2862
O 2.52837 -0.11855 0.21935 -0.4093
C -0.84688 0.59187 0.47450 0.0751
H -0.91673 2.15237 -0.85290 0.4146
H 1.08018 1.96963 0.74229 0.2859
H -0.73623 -1.39398 1.15599 0.4445
N -0.80770 -0.93891 0.22241 -0.5077
N -0.47251 1.25556 -0.75590 -0.5615
H 0.14411 -0.84094 -1.54734 0.2829
```

net charge = +1
structure (SMILES) = O=C1C[NH2+][C@@H]2N[C@H]12
energy relative to the best compared isomer or geometry (same formula, charge and spin) = 64.5 kcal/mol
2S+1 = 1


No. 9
Molecular formula: C4H7N2O
Method: DFT, ωB97M-V/def2-TZVPD

Structure (XYZ):
```
14
Properties=species:S:1:pos:R:3:nbo_charge:R:1
H 1.76117 0.88077 -0.80365 0.1346
C 0.55731 -1.75050 0.57818 0.2697
N -1.74336 2.04327 -0.41099 -0.6905
H -2.58970 2.39854 -0.09559 0.4169
H -0.99168 2.67349 -0.85850 0.4675
H 2.18221 -0.54399 1.10190 0.2813
O 0.57114 2.39398 -1.22114 -0.5413
C -1.33343 0.89648 0.03315 0.3674
H -0.17448 -2.49090 0.30750 0.2520
H -1.93050 0.21222 0.56121 0.2096
N -0.08729 0.46325 -0.17090 -0.5639
H 2.31083 -2.38756 1.35240 0.3026
C 1.74166 -1.51381 1.07946 -0.4415
C 0.84427 1.31997 -0.74777 0.5356
```

net charge = +1
energy relative to the best compared isomer or geometry (same formula, charge and spin) = 99.6 kcal/mol
2S+1 = 1


No. 10
Molecular formula: C4H7N2O
Method: DFT, ωB97M-V/def2-TZVPD

Structure (XYZ):
```
14
Properties=species:S:1:pos:R:3:nbo_charge:R:1
H -1.31133 0.09270 1.14897 0.2840
N 0.82124 0.93700 -1.08998 -0.5857
H 0.30587 0.78258 1.90593 0.2907
C 3.75904 0.07259 0.16669 0.4425
O 4.86441 0.19400 0.42380 -0.4353
H -0.84794 1.68278 0.83983 0.2428
H 1.59060 -2.83751 0.31903 0.3036
H -0.00403 -2.89334 -0.58223 0.2917
N 0.58680 -1.01040 0.00665 -0.1905
C 0.70068 -2.25206 -0.09018 -0.3744
C -0.41486 0.72656 1.01632 -0.6847
H 1.71187 0.63615 -1.67316 0.4685
H 0.67930 1.96232 -1.06856 0.4329
C 0.39744 0.25715 -0.05858 0.5139
```

net charge = +1
expectation value of S² = 2.015
energy relative to the best compared isomer or geometry (same formula, charge and spin) = 38.3 kcal/mol
2S+1 = 3